Below is a single C2H8NO2P molecule in a non-equilibrium geometry, with properties calculated with the ωB97M-V functional and the def2-TZVPD basis.

XYZ file:
```
14
Properties=species:S:1:pos:R:3:forces:R:3:nbo_charge:R:1
C 0.9792 -1.3965 -0.1171 -0.6998 1.4246 1.7123 -0.993
C 0.7370 1.5288 0.1520 0.8974 -0.0712 -1.1206 -1.031
N -1.4837 -0.2851 -0.0744 -1.0875 -0.0245 -2.8264 -0.714
O -0.1254 0.3719 -2.1737 0.3248 -0.6672 0.4871 -1.079
O -1.9477 0.0859 1.2029 0.2290 -1.5942 1.1173 -0.556
P 0.0542 0.0881 -0.7256 -0.3096 -0.3593 1.4103 2.028
H 0.6934 -2.2636 -0.6619 -0.0534 -0.6198 -0.7559 0.249
H 2.0389 -1.1095 -0.2728 -0.3694 -0.7876 0.6986 0.237
H 0.5764 -1.6237 1.0005 1.5064 0.9103 -2.4297 0.240
H 1.8681 1.6080 -0.1169 -2.1099 0.1761 0.4636 0.251
H 0.1007 2.3235 -0.2914 0.8421 -0.0576 0.2045 0.259
H 0.5717 1.5381 1.2225 0.1292 -0.2376 0.1778 0.250
H -2.1312 -0.1075 -0.9484 0.7370 -0.1479 2.8953 0.392
H -1.9317 -0.7585 1.8045 -0.0363 2.0559 -2.0342 0.467
```
Positions in Å, forces in eV/Å.

Largest force on an atom, eV/A: 3.03
SMILES string: CP(C)(=O)NO
Calculated total energy, Eh: -627.54896
Energy above the lowest of the compared OMol25 structures with the same formula, charge and spin, kcal per mole: 67.16
Frontier orbital gap, eV: 10.164
Spin multiplicity: 1